[1]
C30H73F2N8O9S2V | wB97M-V/def2-TZVPD

Calculated values
LUMO energy (alpha / beta) (eV): -4.048 / -3.602
Net charge: +1
E (a.u.): -4241.95939
⟨S²⟩: 0.77
Energy relative to the best compared isomer or geometry (same formula, charge and spin) (eV): 0.0000
2S+1: 2

Last column: Mulliken spin population.
Positions of all 125 atoms, in Å:
O: -0.13 10.09 -27.39  -0.208
V: 0.38 11.50 -26.98  1.170
N: 1.76 11.08 -25.58  -0.029
S: 3.41 11.37 -25.44  0.013
O: 4.24 10.28 -25.77  0.003
O: 3.68 12.15 -24.30  -0.003
F: 3.61 12.40 -26.61  0.006
S: 1.50 10.41 -24.09  0.019
O: 1.13 11.37 -23.12  0.001
O: 2.12 9.19 -23.74  -0.005
F: 0.04 9.87 -24.54  0.005
C: 1.36 10.21 -16.05  0.000
C: 0.84 11.08 -17.19  0.000
N: 1.09 10.55 -18.50  0.000
C: 2.49 10.60 -18.90  0.000
C: 2.87 9.69 -20.06  0.000
C: 0.13 10.95 -19.51  0.001
C: 0.20 12.41 -19.92  0.000
H: 0.86 9.26 -15.96  0.000
H: 1.32 10.76 -15.10  0.000
H: 2.45 10.12 -16.11  0.000
H: -0.24 11.21 -17.06  0.000
H: 1.25 12.10 -17.06  0.000
H: 3.01 10.19 -18.04  0.000
H: 2.81 11.64 -19.06  0.000
H: 2.32 9.93 -20.97  0.000
H: 2.64 8.67 -19.78  0.000
H: 3.94 9.79 -20.22  0.000
H: 0.17 10.33 -20.40  0.000
H: -0.86 10.71 -19.09  0.000
H: 0.21 13.14 -19.10  0.000
H: 0.97 12.61 -20.67  0.000
H: -0.74 12.70 -20.42  0.000
C: 6.12 15.19 -27.66  0.000
C: 6.07 14.78 -29.12  0.000
N: 6.77 13.51 -29.39  0.000
C: 6.51 12.51 -28.38  0.000
C: 7.41 11.29 -28.49  0.000
C: 6.54 13.01 -30.73  0.000
C: 6.71 14.08 -31.80  0.000
H: 7.13 15.06 -27.26  0.000
H: 5.38 14.71 -27.03  0.000
H: 5.91 16.26 -27.61  0.000
H: 5.07 14.75 -29.59  0.000
H: 6.64 15.55 -29.65  0.000
H: 6.54 12.81 -27.34  0.000
H: 5.45 12.17 -28.49  0.000
H: 7.44 10.85 -29.48  0.000
H: 8.40 11.50 -28.09  0.000
H: 7.02 10.50 -27.84  0.000
H: 5.55 12.52 -30.79  0.000
H: 7.28 12.24 -30.96  0.000
H: 5.91 14.83 -31.76  0.000
H: 6.65 13.64 -32.80  0.000
H: 7.69 14.54 -31.76  0.000
C: -3.27 6.75 -21.85  0.000
C: -2.41 6.05 -20.83  0.000
N: -1.14 5.58 -21.34  0.000
C: -0.35 6.65 -21.96  0.000
C: 0.16 7.74 -21.00  0.000
C: -0.36 4.83 -20.36  0.000
C: -1.09 3.61 -19.82  0.000
H: -3.46 6.13 -22.72  0.000
H: -2.83 7.70 -22.16  0.000
H: -4.21 7.02 -21.36  0.000
H: -2.30 6.70 -19.94  0.000
H: -2.96 5.18 -20.46  0.000
H: 0.54 6.18 -22.38  0.000
H: -0.92 7.05 -22.79  0.000
H: 1.02 7.34 -20.45  0.000
H: 0.41 8.70 -21.44  0.000
H: -0.56 8.00 -20.22  0.000
H: 0.03 5.45 -19.54  0.000
H: 0.52 4.46 -20.90  0.000
H: -1.39 2.95 -20.63  0.000
H: -1.91 3.91 -19.17  0.000
H: -0.43 3.02 -19.19  0.000
C: 0.82 14.87 -26.70  0.001
O: 0.75 13.64 -26.71  -0.001
N: 1.47 15.61 -27.58  0.000
C: 1.13 17.01 -27.77  0.000
C: 2.48 15.05 -28.45  0.000
H: 0.28 15.45 -25.94  0.000
H: 2.02 17.64 -27.69  0.000
H: 0.43 17.38 -27.02  0.000
H: 0.73 17.18 -28.77  0.000
H: 2.36 13.97 -28.56  0.000
H: 2.43 15.51 -29.44  0.000
H: 3.49 15.12 -28.03  0.000
C: -2.29 11.71 -25.21  0.001
O: -1.16 11.98 -25.69  0.008
N: -2.79 12.33 -24.15  0.010
C: -2.14 13.48 -23.58  0.000
C: -3.95 11.81 -23.42  -0.001
H: -2.90 10.89 -25.57  0.000
H: -2.88 14.26 -23.39  0.000
H: -1.49 13.92 -24.33  0.000
H: -1.54 13.23 -22.70  0.000
H: -4.25 10.83 -23.81  0.000
H: -3.69 11.75 -22.37  0.000
H: -4.80 12.47 -23.58  0.000
C: 6.15 6.53 -22.00  0.000
O: 5.98 5.80 -21.06  0.000
N: 5.17 7.01 -22.80  0.000
C: 5.37 8.16 -23.65  0.000
C: 3.82 6.53 -22.66  0.000
H: 7.15 6.90 -22.28  0.000
H: 4.93 9.06 -23.20  0.000
H: 4.83 7.99 -24.58  0.000
H: 6.41 8.40 -23.84  0.000
H: 3.23 7.18 -22.00  0.000
H: 3.30 6.55 -23.62  0.000
H: 3.83 5.51 -22.27  0.000
C: 2.18 11.48 -29.76  -0.001
O: 1.67 11.67 -28.64  -0.002
N: 3.05 10.54 -30.00  0.007
C: 3.77 10.48 -31.26  0.000
C: 3.55 9.71 -28.91  -0.001
H: 1.88 12.05 -30.65  0.003
H: 3.39 11.18 -32.00  0.000
H: 3.61 9.48 -31.69  0.000
H: 4.85 10.57 -31.15  0.000
H: 4.06 8.86 -29.36  0.000
H: 4.27 10.28 -28.33  0.000
H: 2.72 9.38 -28.30  0.002



[2]
C30H73IN2O10 | wB97M-V/def2-TZVPD

Calculated values
LUMO energy (eV): 0.397
E (a.u.): -2346.32201

Last column: Mulliken charge in e.
Positions of all 116 atoms, in Å:
H: 4.06 1.59 0.34  0.271
N: 3.29 2.07 0.81  -0.812
C: 2.26 1.38 0.74  0.429
C: 1.01 1.94 1.38  -0.664
C: 2.21 0.03 0.04  -1.270
C: 0.96 -0.15 -0.84  -0.268
C: -0.06 -1.23 -0.45  0.105
C: -0.61 -1.15 0.97  -1.037
C: -1.16 -2.46 1.53  -0.817
C: -0.10 -3.34 2.20  -1.532
I: -2.24 -3.67 0.11  0.151
N: -1.05 -1.07 -1.53  0.411
C: -0.27 -0.87 -2.70  -0.354
O: -0.71 -0.92 -3.77  -0.512
C: 1.20 -0.62 -2.29  0.654
C: 2.22 -1.78 -2.47  -1.070
C: 1.65 -3.15 -2.77  -0.587
O: 1.08 -3.24 -4.05  -0.387
C: 0.17 -4.31 -4.19  -0.228
C: -1.21 -3.84 -4.65  -1.116
H: 0.13 1.43 1.01  -0.003
H: 1.06 1.79 2.45  0.297
H: 0.91 3.01 1.20  0.316
H: 3.07 0.04 -0.63  0.621
H: 2.38 -0.80 0.73  0.506
H: 0.49 0.83 -0.92  0.719
H: 0.40 -2.22 -0.48  -0.474
H: 0.22 -0.85 1.62  0.280
H: -1.35 -0.34 1.01  0.495
H: -1.88 -2.20 2.30  0.699
H: 0.52 -3.78 1.42  0.304
H: -0.63 -4.16 2.68  0.484
H: 0.48 -2.80 2.94  0.409
H: -1.63 -0.30 -1.22  0.310
H: 1.55 0.17 -2.94  0.658
H: 2.90 -1.50 -3.26  0.437
H: 2.82 -1.87 -1.56  0.303
H: 2.49 -3.85 -2.73  0.656
H: 0.97 -3.48 -1.98  0.060
H: 0.03 -4.89 -3.27  0.275
H: 0.54 -4.99 -4.97  0.361
H: -1.75 -4.66 -5.12  0.454
H: -1.04 -3.03 -5.36  0.272
H: -1.74 -3.40 -3.81  0.167
C: -1.07 -8.00 0.15  -0.699
C: -2.36 -8.01 -0.64  -0.208
O: -3.48 -7.85 0.23  -0.522
H: -1.07 -8.80 0.90  0.296
H: -0.21 -8.13 -0.50  0.300
H: -0.96 -7.06 0.69  0.061
H: -2.48 -8.96 -1.16  0.320
H: -2.37 -7.21 -1.38  0.156
H: -3.37 -7.01 0.68  0.305
C: -6.08 -2.26 -2.13  -0.701
C: -6.45 -3.42 -1.23  -0.257
O: -5.62 -4.56 -1.49  -0.506
H: -6.18 -2.54 -3.18  0.277
H: -6.71 -1.39 -1.93  0.322
H: -5.04 -1.96 -1.97  0.085
H: -7.48 -3.73 -1.40  0.307
H: -6.34 -3.14 -0.18  0.228
H: -4.71 -4.29 -1.33  0.155
C: 4.20 -4.66 2.81  -0.977
C: 3.32 -3.94 3.82  -0.244
O: 2.06 -4.60 3.96  -0.477
H: 3.71 -4.71 1.84  0.229
H: 5.16 -4.15 2.70  0.313
H: 4.39 -5.69 3.13  0.380
H: 3.11 -2.92 3.49  0.224
H: 3.81 -3.90 4.80  0.322
H: 2.23 -5.50 4.26  0.281
C: 0.30 7.06 2.52  -0.813
C: -0.09 5.87 3.38  -0.424
O: 0.72 4.73 3.06  -0.466
H: 0.18 6.82 1.46  0.305
H: -0.33 7.93 2.76  0.258
H: 1.34 7.33 2.68  0.306
H: -1.12 5.59 3.21  0.259
H: 0.04 6.11 4.44  0.279
H: 1.64 4.97 3.22  0.267
C: -4.66 9.61 2.85  -1.138
C: -3.46 8.69 3.02  -0.162
O: -2.64 8.70 1.85  -0.497
H: -5.25 9.30 1.99  0.286
H: -5.29 9.59 3.74  0.345
H: -4.34 10.64 2.68  0.335
H: -3.78 7.67 3.18  0.285
H: -2.86 9.00 3.88  0.264
H: -2.34 9.61 1.71  0.288
C: -3.06 2.42 -2.88  -0.729
C: -4.37 2.58 -2.15  -0.317
O: -4.21 2.36 -0.75  -0.505
H: -2.66 1.41 -2.72  0.022
H: -3.18 2.58 -3.96  0.373
H: -2.31 3.13 -2.51  0.321
H: -5.10 1.86 -2.51  0.284
H: -4.78 3.59 -2.30  0.278
H: -3.57 3.00 -0.42  0.294
C: 3.72 9.54 0.40  -1.102
C: 2.44 9.70 1.20  -0.109
O: 2.66 9.42 2.58  -0.522
H: 4.11 8.53 0.50  0.297
H: 3.54 9.75 -0.66  0.316
H: 4.49 10.23 0.76  0.323
H: 1.68 9.00 0.85  0.235
H: 2.05 10.72 1.10  0.289
H: 3.32 10.04 2.90  0.287
C: 6.62 -5.13 -2.08  -1.126
C: 5.71 -4.38 -1.12  -0.084
O: 4.43 -5.01 -1.03  -0.409
H: 6.17 -5.17 -3.07  0.291
H: 7.59 -4.65 -2.15  0.350
H: 6.76 -6.16 -1.75  0.318
H: 5.55 -3.36 -1.46  0.251
H: 6.15 -4.35 -0.12  0.226
H: 4.56 -5.91 -0.72  0.229



[3]
C30H75CuN5NiO14S | wB97M-V/def2-TZVPD

Calculated values
LUMO energy (eV): -2.761
Net charge: +1
E (a.u.): -6061.84504
⟨S²⟩: 2.00
Energy relative to the best compared isomer or geometry (same formula, charge and spin) (eV): 1.7633
2S+1: 3

Last column: Mulliken spin population.
Positions of all 127 atoms, in Å:
Ni: -2.22 0.12 -1.51  1.775
Cu: -0.43 4.49 1.55  0.000
S: -0.45 1.37 0.05  -0.060
O: -0.99 2.66 0.56  0.003
O: -0.57 1.31 -1.45  0.060
O: 0.92 1.19 0.49  0.000
O: -1.37 0.23 0.43  0.056
C: -1.85 1.04 -4.56  0.000
O: -2.67 1.18 -3.40  0.025
C: -2.99 2.54 -3.10  0.002
C: -4.03 2.46 -2.04  -0.002
N: -3.47 1.78 -0.88  0.064
C: -4.42 1.58 0.22  -0.002
C: -5.04 2.84 0.77  0.004
O: -5.75 2.53 1.91  0.000
C: -6.30 3.67 2.57  0.000
H: -1.69 -0.02 -4.74  0.001
H: -0.88 1.54 -4.48  0.000
H: -2.35 1.43 -5.46  0.001
H: -3.36 3.06 -3.99  0.001
H: -2.11 3.08 -2.73  -0.001
H: -4.83 1.85 -2.47  -0.001
H: -4.45 3.44 -1.82  0.001
H: -2.66 2.28 -0.49  0.001
H: -3.89 1.07 1.03  0.002
H: -5.22 0.89 -0.06  0.000
H: -5.69 3.29 -0.01  0.000
H: -4.27 3.63 0.91  -0.001
H: -5.50 4.38 2.83  0.000
H: -6.76 3.29 3.48  0.000
H: -7.09 4.14 1.97  0.000
C: 0.02 -0.75 5.62  0.000
O: -0.63 -1.58 4.68  0.000
C: -0.32 -1.23 3.37  -0.001
C: -0.90 -2.27 2.46  0.008
N: -0.19 -3.54 2.55  0.000
C: -0.64 -4.47 1.50  0.000
C: -2.06 -4.99 1.63  0.000
O: -2.34 -5.78 0.48  0.000
C: -3.62 -6.35 0.53  0.000
H: 1.10 -0.72 5.44  0.000
H: -0.22 -1.14 6.61  0.000
H: -0.40 0.27 5.65  0.000
H: 0.77 -1.22 3.20  0.000
H: -0.73 -0.25 3.08  0.001
H: -1.00 -1.89 1.45  -0.007
H: -1.95 -2.40 2.79  0.000
H: -0.43 -3.95 3.45  0.000
H: 0.02 -5.35 1.56  0.000
H: -0.49 -4.01 0.52  0.000
H: -2.79 -4.16 1.69  0.000
H: -2.21 -5.58 2.55  0.000
H: -3.70 -7.13 1.29  0.000
H: -3.84 -6.78 -0.45  0.000
H: -4.41 -5.60 0.70  0.000
C: 0.78 -3.44 -5.46  0.000
O: 0.24 -2.40 -4.66  0.001
C: 1.02 -2.10 -3.51  0.002
C: 0.27 -1.03 -2.76  -0.010
N: -1.17 -1.43 -2.52  0.064
C: -1.21 -2.49 -1.46  -0.031
C: -2.65 -2.75 -1.13  0.002
O: -3.15 -1.63 -0.38  0.030
C: -4.43 -1.88 0.14  0.000
H: 1.18 -4.26 -4.84  0.000
H: 1.59 -3.05 -6.08  0.000
H: -0.02 -3.85 -6.07  0.000
H: 1.99 -1.68 -3.79  0.000
H: 1.23 -3.01 -2.93  0.000
H: 0.25 -0.16 -3.41  0.005
H: 0.77 -0.76 -1.83  0.002
H: -1.30 -1.99 -3.37  0.006
H: -0.61 -2.21 -0.60  -0.001
H: -0.82 -3.45 -1.82  -0.001
H: -2.79 -3.71 -0.62  0.000
H: -3.25 -2.81 -2.06  -0.001
H: -4.78 -1.05 0.75  0.000
H: -4.43 -2.77 0.78  0.001
H: -5.19 -2.05 -0.63  0.000
C: 0.85 6.84 -0.41  0.000
O: 0.54 5.46 -0.21  0.000
C: 1.60 4.57 -0.53  -0.002
C: 2.47 4.31 0.66  0.000
N: 1.68 3.53 1.64  0.000
C: 2.40 3.28 2.89  0.000
C: 3.71 2.50 2.79  0.000
O: 4.74 3.34 2.36  0.000
C: 5.99 2.73 2.46  0.000
H: 1.59 7.18 0.32  0.000
H: -0.06 7.41 -0.28  0.000
H: 1.20 7.03 -1.43  0.000
H: 2.17 4.92 -1.40  0.000
H: 1.20 3.62 -0.92  0.001
H: 2.71 5.26 1.15  0.000
H: 3.39 3.82 0.34  0.000
H: 1.48 2.61 1.24  0.001
H: 1.76 2.57 3.45  0.000
H: 2.52 4.14 3.55  0.000
H: 3.60 1.64 2.11  0.000
H: 3.93 2.14 3.80  0.000
H: 6.02 1.78 1.91  0.000
H: 6.24 2.49 3.51  0.000
H: 6.75 3.41 2.09  0.000
C: 4.65 2.57 -2.44  0.000
O: 4.31 1.24 -2.31  0.000
C: 3.80 0.96 -1.02  0.001
C: 3.67 -0.54 -0.88  0.000
N: 2.91 -0.90 0.31  0.000
C: 2.35 -2.23 0.26  0.000
C: 3.23 -3.33 0.89  0.000
O: 4.08 -3.85 -0.10  0.000
C: 5.00 -4.78 0.42  0.000
H: 4.95 2.77 -3.47  0.000
H: 5.49 2.86 -1.79  0.000
H: 3.81 3.25 -2.19  0.000
H: 2.85 1.49 -0.86  0.000
H: 4.51 1.34 -0.26  0.000
H: 4.68 -0.96 -0.83  0.000
H: 3.21 -0.91 -1.82  0.000
H: 2.17 -0.22 0.48  0.000
H: 2.04 -2.61 -0.73  0.000
H: 1.44 -2.17 0.88  0.000
H: 2.56 -4.10 1.29  0.000
H: 3.81 -2.86 1.70  0.000
H: 5.38 -5.38 -0.40  0.000
H: 4.57 -5.45 1.17  0.000
H: 5.85 -4.26 0.87  0.000



[4]
C30H75N2O6 | wB97M-V/def2-TZVPD

Calculated values
LUMO energy (eV): -2.014
Net charge: +1
E (a.u.): -1748.61829

Last column: Mulliken charge in e.
Positions of all 113 atoms, in Å:
C: 2.17 4.63 1.99  -1.518
C: 1.39 3.31 1.90  0.153
C: 1.21 2.78 0.46  -1.017
C: -0.20 2.55 -0.12  0.714
C: -0.35 1.18 -0.76  -1.823
N: -1.32 2.80 0.86  0.467
C: -2.62 3.09 0.13  -0.591
C: -2.87 4.58 0.00  -0.919
C: -3.53 5.22 1.21  -0.464
O: -2.49 5.69 2.06  -0.544
N: -1.41 1.71 1.81  -0.587
C: -1.86 2.12 3.15  0.403
C: -2.09 0.84 3.97  -1.400
H: 1.84 5.23 2.83  0.361
H: 3.23 4.44 2.13  0.363
H: 2.07 5.21 1.08  0.376
H: 0.45 3.43 2.43  -0.387
H: 1.93 2.55 2.47  0.477
H: 1.75 1.84 0.37  0.382
H: 1.72 3.47 -0.21  0.478
H: -0.37 3.28 -0.91  0.278
H: -0.34 0.38 -0.02  0.347
H: 0.52 1.03 -1.40  0.390
H: -1.22 1.11 -1.40  0.377
H: -1.11 3.65 1.39  0.328
H: -2.57 2.63 -0.85  0.344
H: -3.42 2.61 0.69  0.585
H: -1.92 5.10 -0.19  0.374
H: -3.49 4.74 -0.88  0.495
H: -4.19 6.02 0.90  0.524
H: -4.14 4.48 1.73  0.216
H: -2.83 6.35 2.65  0.314
H: -2.06 1.04 1.42  0.384
H: -1.10 2.71 3.63  0.046
H: -2.80 2.69 3.11  -0.059
H: -1.69 -0.02 3.44  0.429
H: -3.15 0.66 4.14  0.346
H: -1.58 0.90 4.92  0.353
C: -0.04 -2.28 -5.59  -1.018
C: -0.78 -1.21 -4.81  -0.521
O: 0.08 -0.37 -4.04  -0.206
C: 1.06 0.35 -4.77  -0.087
C: 0.50 1.30 -5.80  -1.279
H: 0.56 -2.89 -4.91  0.204
H: -0.76 -2.93 -6.10  0.407
H: 0.63 -1.87 -6.35  0.292
H: -1.44 -1.68 -4.08  0.334
H: -1.41 -0.61 -5.48  0.426
H: 1.77 -0.34 -5.23  0.102
H: 1.62 0.92 -4.02  0.317
H: -0.05 0.78 -6.59  0.287
H: 1.31 1.85 -6.28  0.408
H: -0.18 2.02 -5.34  0.318
C: 2.24 -3.03 -0.91  -1.204
C: 0.96 -3.10 -1.72  0.238
O: 0.92 -4.17 -2.64  -0.355
C: 1.02 -5.48 -2.10  -0.519
C: -0.07 -5.83 -1.11  -0.760
H: 3.11 -2.96 -1.56  0.349
H: 2.23 -2.15 -0.26  0.325
H: 2.38 -3.90 -0.27  0.300
H: 0.87 -2.20 -2.33  -0.072
H: 0.09 -3.13 -1.06  0.214
H: 2.01 -5.63 -1.65  0.322
H: 0.97 -6.14 -2.96  0.357
H: -0.04 -5.20 -0.22  0.097
H: 0.04 -6.86 -0.78  0.391
H: -1.06 -5.72 -1.57  0.285
C: 4.60 -1.00 -7.16  -0.795
C: 4.71 0.43 -7.68  -0.366
O: 4.62 1.41 -6.66  -0.421
C: 5.62 1.36 -5.66  -0.259
C: 7.04 1.52 -6.18  -1.120
H: 3.67 -1.13 -6.61  0.061
H: 4.62 -1.70 -7.99  0.407
H: 5.42 -1.26 -6.49  0.284
H: 3.87 0.64 -8.35  0.339
H: 5.62 0.56 -8.26  0.323
H: 5.53 0.44 -5.07  0.280
H: 5.39 2.19 -4.99  0.350
H: 7.33 0.70 -6.85  0.277
H: 7.74 1.53 -5.35  0.400
H: 7.14 2.45 -6.74  0.290
C: 0.35 -6.83 3.35  -1.091
C: -0.96 -6.88 2.57  -0.357
O: -1.02 -7.93 1.62  -0.362
C: -0.91 -9.25 2.12  -0.375
C: -1.98 -9.63 3.12  -1.033
H: 1.19 -6.74 2.66  0.293
H: 0.35 -5.97 4.02  0.391
H: 0.50 -7.72 3.96  0.291
H: -1.07 -5.97 1.99  0.331
H: -1.81 -6.93 3.26  0.324
H: 0.09 -9.41 2.55  0.321
H: -0.98 -9.89 1.24  0.327
H: -1.94 -9.02 4.03  0.266
H: -1.86 -10.67 3.42  0.385
H: -2.97 -9.50 2.69  0.293
C: -4.01 5.18 8.87  -1.038
C: -3.38 3.95 8.25  -0.306
O: -3.89 3.61 6.97  -0.454
C: -3.74 4.59 5.96  -0.374
C: -2.30 4.94 5.65  -0.867
H: -5.09 5.06 8.95  0.292
H: -3.61 5.34 9.87  0.387
H: -3.81 6.09 8.29  0.264
H: -3.59 3.08 8.87  0.347
H: -2.29 4.06 8.21  0.295
H: -4.31 5.49 6.20  0.369
H: -4.21 4.15 5.08  0.233
H: -1.78 5.40 6.49  0.417
H: -2.25 5.63 4.81  0.193
H: -1.75 4.04 5.38  0.246



Question: Look up the E of the second one.
Answer: -2346.32201 a.u.



Question: Which value of E does entry 1 give?
Answer: -4241.95939 a.u.